[1]
Below is a cluster of 2 separate species, H3O2PS in total at a distorted geometry, with properties calculated with ωB97M-V/def2-TZVPD.

The geometry in XYZ format:
```
7
Properties=species:S:1:pos:R:3:forces:R:3
O 0.251 -0.893 0.220 0.33 -2.54 0.18
P -0.110 -2.426 -0.366 0.65 0.72 0.70
S 0.912 -3.745 0.565 -0.39 0.61 -0.20
H -0.090 -0.295 -0.427 -0.58 1.32 -0.60
O -0.397 2.043 -0.074 0.18 1.25 0.12
H 0.191 2.470 0.574 -0.08 -0.69 -0.08
H -0.757 2.847 -0.491 -0.11 -0.67 -0.12
```
Forces are in eV/Å.

Results
ΔE to the lowest compared entry with this formula, charge and spin = 1.136 eV
Charge = 0
Max |F| = 2.569 eV/A
Energy = -24268.2425 eV

Results of the natural (NBO) charge analysis, in e, for atoms 1 through 5: -0.9662 0.8941 -0.4323 0.5019 -0.9433



[2]
Below is a structure of composition H3O3SSi at a distorted geometry, with properties calculated with ωB97M-V/def2-TZVPD.

The geometry in XYZ format:
```
8
Properties=species:S:1:pos:R:3:forces:R:3
O 0.217 -0.145 -0.533 0.80 -1.18 0.59
O 0.429 -1.479 2.054 -0.03 1.00 0.32
O 1.505 -2.496 0.230 0.67 0.39 -0.60
Si -0.687 1.178 -0.592 0.54 -2.99 -1.62
S 1.353 -1.246 0.954 -1.31 -0.74 -0.54
H 0.037 1.906 -1.648 -0.15 1.39 0.17
H -0.834 1.425 0.795 -0.55 1.60 1.27
H -2.020 0.858 -1.260 0.02 0.52 0.40
```
Forces are in eV/Å.

Results
ΔE to the lowest compared entry with this formula, charge and spin = 0.248 eV
Charge = -1
Max |F| = 3.444 eV/A
Energy = -24905.1252 eV

Results of the natural (NBO) charge analysis, in e, for atoms 1 through 5: -1.2970 -0.9664 -0.9560 1.2441 1.7145



[3]
Below is an isolated molecule of H3O4PS at a distorted geometry, with properties calculated with ωB97M-V/def2-TZVPD.

The geometry in XYZ format:
```
9
Properties=species:S:1:pos:R:3:forces:R:3
O -0.634 -1.448 0.177 0.05 0.38 0.26
P -0.454 -0.001 0.072 1.07 1.79 -0.93
O -1.079 1.013 1.153 -2.66 0.02 -1.21
O -1.090 0.693 -1.274 -1.42 0.91 4.70
S 1.744 0.564 0.088 -2.31 -1.13 0.32
O 2.200 -1.025 0.044 0.58 -0.32 0.19
H -2.058 1.256 0.868 2.84 -0.67 0.89
H -0.701 0.417 -2.033 1.85 -1.48 -3.79
H 2.071 -1.468 0.906 0.00 0.50 -0.43
```
Forces are in eV/Å.

Results
ΔE to the lowest compared entry with this formula, charge and spin = 0.000 eV
Charge = 0
Max |F| = 4.995 eV/A
Energy = -28364.1587 eV

Results of the natural (NBO) charge analysis, in e, for atoms 1 through 5: -1.0477 2.1187 -0.9878 -0.9813 0.2261



Question: What is the formula in the third record?
Answer: H3O4PS



Question: Among the records above, which one has the lowest ΔE to the lowest compared entry with this formula, charge and spin?
Answer: H3O4PS